1.
A 6-piece molecular cluster, C13H39O6 overall in a non-equilibrium geometry. Source: OMol25; level of theory: ωB97M-V/def2-TZVPD.

The geometry in XYZ format:
```
58
Properties=species:S:1:pos:R:3:lowdin_charge:R:1
O 0.417 -0.298 -0.277 0.2153
H 1.188 -0.548 -0.791 0.0920
H -0.266 0.192 -0.742 0.0782
H 0.631 0.056 0.589 0.0767
C 1.767 -1.833 3.913 -0.0664
C 2.412 -1.134 2.674 -0.3472
O 1.591 -0.208 2.093 -0.0966
H 2.160 -2.820 4.158 0.0710
H 0.697 -1.988 3.771 0.0538
H 1.935 -1.172 4.763 0.0670
H 2.759 -1.815 1.897 0.1064
H 3.296 -0.629 3.063 0.1084
H 1.716 0.527 2.698 0.0997
C -3.271 2.196 2.291 -0.0884
C -2.729 1.423 1.150 -0.3196
O -1.283 1.567 1.142 -0.1079
H -2.820 1.962 3.256 0.0813
H -4.357 2.216 2.373 0.0834
H -2.836 3.156 2.013 0.0746
H -3.001 1.899 0.208 0.0898
H -3.140 0.417 1.066 0.0940
H -1.208 2.423 0.713 0.0685
C 5.271 0.714 -1.505 -0.0610
C 3.946 0.476 -0.661 -0.4696
C 3.545 1.767 0.069 -0.0931
O 2.869 -0.214 -1.300 -0.1706
H 6.028 0.917 -0.747 0.0701
H 5.220 1.589 -2.153 0.0700
H 5.481 -0.209 -2.045 0.0636
H 4.097 -0.260 0.128 0.1104
H 2.799 1.740 0.864 0.0464
H 3.291 2.493 -0.703 0.0701
H 4.395 2.109 0.658 0.0721
H 3.186 -0.704 -2.062 0.0482
C -2.895 1.548 -2.912 -0.0620
C -1.574 0.875 -2.633 -0.4854
C -0.788 0.675 -3.909 -0.0978
O -0.637 1.676 -1.890 -0.1294
H -3.299 1.883 -1.956 0.0582
H -3.562 0.827 -3.385 0.0886
H -2.713 2.415 -3.547 0.0846
H -1.836 0.044 -1.980 0.1195
H 0.067 0.090 -3.570 0.0596
H -0.369 1.578 -4.353 0.0786
H -1.240 0.151 -4.751 0.0783
H -0.343 2.455 -2.368 0.0862
C -1.536 -2.235 1.612 -0.0369
C -2.009 -2.805 0.245 -0.4849
C -3.379 -2.429 -0.153 -0.0734
O -1.145 -2.421 -0.837 -0.1132
H -0.590 -2.655 1.954 0.0614
H -2.268 -2.315 2.416 0.0854
H -1.174 -1.213 1.498 0.0454
H -1.907 -3.890 0.266 0.1315
H -3.558 -2.962 -1.087 0.0810
H -3.476 -1.348 -0.253 0.0685
H -4.191 -2.813 0.464 0.0860
H -1.362 -3.141 -1.434 0.0799
```

Calculated values
Spin multiplicity: 2
<S²>: 0.751
Lowest unoccupied orbital energy (alpha / beta) (Eh): 0.023 / 0.021
E_HOMO (alpha / beta) (eV): -1.8813 / -10.0171

---

2.
A 8-piece molecular cluster, C13H40ClO11 overall in a non-equilibrium geometry. Source: OMol25; level of theory: ωB97M-V/def2-TZVPD.

The geometry in XYZ format:
```
65
Properties=species:S:1:pos:R:3:lowdin_charge:R:1
Cl 0.393 0.436 -0.441 0.6650
O -0.543 1.051 -1.386 -0.3667
O -0.258 0.412 0.859 -0.3544
O 0.652 -0.912 -0.885 -0.3384
O 1.609 1.189 -0.403 -0.3109
C -3.900 0.026 -2.106 -0.0627
C -3.802 -1.155 -1.155 -0.4936
C -2.801 -2.165 -1.669 -0.0540
O -3.422 -0.717 0.150 -0.0599
H -4.553 0.805 -1.705 0.0750
H -4.241 -0.286 -3.092 0.0748
H -2.917 0.506 -2.180 0.0672
H -4.795 -1.595 -1.028 0.1311
H -2.782 -3.104 -1.118 0.0723
H -1.810 -1.704 -1.694 0.0725
H -3.010 -2.421 -2.716 0.0811
H -2.492 -0.457 0.110 0.0520
C -2.968 3.263 0.668 -0.0542
C -2.283 4.078 -0.416 -0.5124
C -2.407 5.576 -0.176 -0.0680
O -0.899 3.784 -0.459 -0.0554
H -3.019 2.212 0.359 0.0636
H -3.982 3.606 0.875 0.0725
H -2.376 3.264 1.585 0.0858
H -2.758 3.830 -1.377 0.1336
H -2.073 6.144 -1.047 0.0719
H -1.767 5.846 0.666 0.0803
H -3.437 5.860 0.040 0.0693
H -0.815 2.841 -0.664 0.0307
C 1.995 1.197 3.988 -0.0599
C 1.723 -0.293 3.910 -0.4825
C 0.345 -0.645 4.434 -0.0620
O 1.860 -0.746 2.549 -0.0678
H 1.256 1.745 3.398 0.0819
H 2.979 1.450 3.595 0.0750
H 1.912 1.567 5.016 0.0728
H 2.477 -0.880 4.437 0.1324
H -0.427 -0.076 3.913 0.0825
H 0.267 -0.469 5.510 0.0747
H 0.153 -1.709 4.269 0.0723
H 1.054 -0.513 2.068 0.0240
C 4.485 -0.566 -0.046 -0.1501
O 4.612 -1.965 0.196 -0.1257
H 5.453 -0.078 0.143 0.0750
H 4.076 -0.398 -1.041 0.0565
H 3.835 -0.098 0.690 0.0623
H 5.193 -2.301 -0.491 0.0618
C -0.458 -3.448 1.128 -0.1447
O 0.304 -4.283 2.006 -0.1256
H -1.525 -3.671 1.230 0.0763
H -0.366 -2.394 1.407 0.0598
H -0.092 -3.582 0.118 0.0594
H -0.176 -4.354 2.834 0.0598
C 2.432 1.238 -3.500 -0.1687
O 1.358 0.450 -3.980 -0.1290
H 3.109 1.417 -4.336 0.0724
H 2.071 2.209 -3.145 0.0814
H 2.968 0.732 -2.696 0.0504
H 0.730 0.329 -3.258 0.0362
C 2.375 -3.378 -1.957 -0.1349
O 1.985 -3.814 -3.274 -0.1315
H 1.665 -3.772 -1.236 0.0638
H 3.371 -3.757 -1.721 0.0670
H 2.377 -2.293 -1.885 0.0550
H 2.080 -3.064 -3.866 0.0612
```

Calculated values
Charge: -1
Lowest unoccupied orbital energy (Eh): 0.108
E_HOMO (eV): -7.2469

---

3.
C13H40O7 as an isolated structure in a non-equilibrium geometry. Source: OMol25; level of theory: ωB97M-V/def2-TZVPD.

The geometry in XYZ format:
```
60
Properties=species:S:1:pos:R:3:lowdin_charge:R:1
C 0.202 -3.222 -1.905 -0.1052
C 0.918 -3.072 -3.216 -0.2473
O 0.233 -2.212 -4.190 -0.0826
H 0.595 -2.514 -1.175 -0.0185
H 0.250 -4.247 -1.538 0.1015
H -0.879 -3.111 -1.986 0.1019
H 1.022 -4.031 -3.724 0.1109
H 1.938 -2.691 -3.171 0.0956
H 0.719 -1.384 -4.169 0.0589
C -1.281 2.322 -2.170 -0.0435
C 0.201 2.022 -2.454 -0.2122
O 0.708 1.036 -1.600 -0.0200
H -1.807 2.955 -2.884 0.1013
H -1.402 2.623 -1.129 0.0819
H -1.815 1.372 -2.157 0.0896
H 0.680 2.996 -2.363 0.1330
H 0.405 1.651 -3.458 0.1286
H 1.626 1.305 -1.518 0.1318
C -3.180 0.111 2.012 -0.0635
C -3.356 1.341 1.063 -0.2647
O -3.497 2.483 1.946 -0.0840
H -3.489 -0.831 1.560 0.0742
H -3.743 0.264 2.934 0.0827
H -2.172 0.131 2.426 0.0356
H -4.229 1.231 0.420 0.1187
H -2.448 1.356 0.460 0.0537
H -2.591 2.779 2.063 0.0482
C 0.123 0.067 3.243 -0.1354
C 1.176 0.999 3.593 -0.2965
O 1.121 1.098 5.046 -0.0689
H 0.254 -0.890 3.747 0.1015
H 0.208 -0.144 2.177 0.0504
H -0.825 0.502 3.559 0.0813
H 1.005 1.955 3.097 0.0646
H 2.097 0.554 3.218 0.1215
H 0.286 1.537 5.223 0.0772
C -0.161 -1.326 0.043 -0.0862
C -1.159 -0.326 -0.550 -0.1750
O -0.864 1.086 -0.326 -0.3232
H 0.862 -1.124 -0.276 0.0231
H -0.348 -2.337 -0.316 0.0441
H -0.221 -1.400 1.129 0.0777
H -2.149 -0.643 -0.222 0.1112
H -1.219 -0.502 -1.624 0.1181
H -0.253 1.363 -1.012 -0.1520
C 3.659 -1.105 -1.564 -0.0572
C 2.686 -1.768 -0.617 -0.3414
O 3.153 -3.116 -0.321 -0.0367
H 3.828 -1.596 -2.522 0.0800
H 4.565 -1.034 -0.963 0.0855
H 3.240 -0.108 -1.700 0.0594
H 1.725 -1.757 -1.130 0.0279
H 2.615 -1.143 0.273 0.1250
H 2.713 -3.330 0.504 0.0856
C -0.053 2.562 1.355 -0.1050
O -1.097 1.805 1.991 -0.2373
H 0.701 1.922 0.898 0.0907
H -0.376 3.213 0.542 0.0937
H 0.466 3.110 2.141 0.0865
H -1.368 1.211 1.287 0.0031
```

Calculated values
Lowest unoccupied orbital energy (Eh): -0.004
E_HOMO (eV): -9.2941

---

4.
A 6-piece molecular cluster, C13H41N3O6 overall in a non-equilibrium geometry. Source: OMol25; level of theory: ωB97M-V/def2-TZVPD.

The geometry in XYZ format:
```
63
Properties=species:S:1:pos:R:3:lowdin_charge:R:1
C -15.937 -14.303 -4.854 -0.0923
O -15.839 -14.153 -6.283 -0.1928
C -17.131 -14.463 -6.795 -0.2439
C -17.034 -14.678 -8.290 -0.4571
C -16.838 -13.347 -8.977 -0.0689
N -18.200 -15.449 -8.799 0.0190
H -16.600 -15.179 -4.678 0.0847
H -16.405 -13.415 -4.403 0.0915
H -14.936 -14.508 -4.520 0.0814
H -17.552 -15.290 -6.238 0.1008
H -17.782 -13.579 -6.544 0.1460
H -16.092 -15.254 -8.424 0.1400
H -17.860 -12.896 -9.046 0.0909
H -16.491 -13.351 -10.007 0.0703
H -16.233 -12.802 -8.224 0.0863
H -18.058 -15.709 -9.789 0.0764
H -18.315 -16.339 -8.292 0.0695
C -18.233 -11.180 -0.034 -0.0895
O -18.322 -9.879 -0.609 -0.1815
C -18.354 -8.923 0.421 -0.2237
C -17.030 -8.595 1.108 -0.4241
C -17.387 -7.448 2.027 -0.0730
N -16.011 -8.258 0.107 0.0497
H -18.239 -11.936 -0.804 0.0845
H -19.028 -11.364 0.700 0.0964
H -17.252 -11.380 0.457 0.0848
H -18.824 -7.985 0.062 0.1417
H -18.982 -9.404 1.198 0.1232
H -16.756 -9.448 1.672 0.1188
H -18.207 -7.698 2.666 0.0671
H -17.607 -6.470 1.491 0.1126
H -16.563 -7.404 2.761 0.0862
H -15.394 -7.537 0.435 0.0892
H -16.389 -7.992 -0.788 0.0909
C -14.822 -12.505 7.432 -0.0744
O -15.028 -12.537 6.012 -0.1773
C -14.522 -13.689 5.524 -0.3221
C -14.657 -13.683 4.031 -0.4414
C -14.067 -14.987 3.525 -0.0611
N -13.999 -12.432 3.551 0.0571
H -15.216 -11.527 7.720 0.0883
H -13.743 -12.501 7.596 0.0907
H -15.357 -13.294 7.975 0.0928
H -13.489 -13.807 5.787 0.1167
H -15.001 -14.645 5.896 0.1464
H -15.741 -13.635 3.803 0.1432
H -14.156 -14.996 2.414 0.0811
H -14.573 -15.866 3.909 0.0751
H -13.036 -15.002 3.863 0.0777
H -14.106 -12.316 2.552 0.0367
H -14.545 -11.685 4.012 0.0758
C -15.546 -13.342 -1.023 -0.1571
O -15.617 -13.349 0.403 -0.1355
H -16.317 -13.989 -1.420 0.0792
H -15.740 -12.367 -1.433 0.0345
H -14.553 -13.608 -1.383 0.0865
H -14.953 -12.701 0.676 0.0350
O -14.277 -10.430 -0.126 -0.1042
H -13.656 -10.074 0.550 0.0552
H -14.869 -9.637 -0.241 -0.0075
O -15.944 -10.019 -2.873 -0.0618
H -15.216 -10.423 -2.421 -0.0096
H -16.665 -9.954 -2.198 0.0246
```

Calculated values
Lowest unoccupied orbital energy (Eh): 0.017
E_HOMO (eV): -9.1883